{
  "formula": "C33H57N3O12",
  "method": "the ωB97M-V functional and the def2-TZVPD basis",
  "relative_energy_kcal_mol": 0.0,
  "multiplicity": 1,
  "homo_lumo_gap_ev": 9.8,
  "smiles": "COC(=O)OC.COC(=O)OC.c1ccncc1.c1ccncc1.c1ccncc1.COCCOC.COCCOC.COCCOC",
  "largest_force_ha_per_bohr": 0.111,
  "total_energy_ev": -64178.9088,
  "symbols": ["C", "O", "C", "O", "O", "C", "H", "H", "H", "H", "H", "H", "C", "O", "C", "O", "O", "C", "H", "H", "H", "H", "H", "H", "C", "C", "C", "N", "C", "C", "H", "H", "H", "H", "H", "C", "C", "C", "N", "C", "C", "H", "H", "H", "H", "H", "C", "C", "C", "N", "C", "C", "H", "H", "H", "H", "H", "C", "O", "C", "C", "O", "C", "H", "H", "H", "H", "H", "H", "H", "H", "H", "H", "C", "O", "C", "C", "O", "C", "H", "H", "H", "H", "H", "H", "H", "H", "H", "H", "C", "O", "C", "C", "O", "C", "H", "H", "H", "H", "H", "H", "H", "H", "H", "H"],
  "coordinates": [[-1.665, -0.892, -1.156], [-0.486, -1.177, -0.391], [0.070, -0.181, 0.281], [-0.422, 0.971, 0.517], [1.184, -0.585, 0.720], [1.841, 0.246, 1.637], [-2.119, -1.854, -1.390], [-1.442, -0.445, -2.125], [-2.440, -0.353, -0.610], [2.837, -0.142, 1.852], [1.269, 0.288, 2.564], [1.975, 1.257, 1.250], [-3.733, 1.942, -4.585], [-3.182, 0.648, -4.332], [-3.944, -0.418, -4.218], [-5.230, -0.453, -4.118], [-3.184, -1.549, -4.185], [-3.675, -2.764, -3.652], [-4.338, 1.980, -5.490], [-2.962, 2.701, -4.724], [-4.394, 2.243, -3.772], [-3.108, -3.623, -4.009], [-4.660, -2.963, -4.075], [-3.766, -2.784, -2.566], [1.322, 1.991, -2.081], [0.723, 2.923, -2.906], [0.766, 2.574, -4.274], [1.383, 1.475, -4.814], [1.967, 0.630, -3.897], [1.934, 0.819, -2.512], [1.363, 2.292, -1.045], [0.312, 3.847, -2.524], [0.400, 3.273, -5.012], [2.486, -0.256, -4.230], [2.443, 0.138, -1.845], [2.815, 3.457, 2.963], [1.515, 3.606, 3.351], [0.582, 4.019, 2.431], [0.978, 4.568, 1.209], [2.318, 4.485, 0.924], [3.258, 3.917, 1.722], [3.543, 2.971, 3.594], [1.174, 3.128, 4.258], [-0.421, 4.118, 2.819], [2.559, 4.950, -0.021], [4.312, 3.849, 1.496], [-3.515, 5.096, 0.513], [-4.658, 4.896, -0.247], [-4.645, 3.924, -1.251], [-3.495, 3.233, -1.536], [-2.448, 3.399, -0.718], [-2.400, 4.325, 0.310], [-3.512, 5.812, 1.321], [-5.589, 5.380, 0.010], [-5.478, 3.555, -1.831], [-1.650, 2.707, -0.943], [-1.530, 4.385, 0.947], [-5.794, -4.171, -0.694], [-5.522, -3.360, 0.450], [-4.184, -3.028, 0.748], [-4.145, -1.841, 1.758], [-2.782, -1.508, 2.013], [-2.650, -0.246, 2.718], [-5.545, -5.231, -0.735], [-5.306, -3.714, -1.555], [-6.874, -4.103, -0.824], [-3.671, -2.609, -0.117], [-3.683, -3.917, 1.131], [-4.645, -2.152, 2.675], [-4.784, -1.045, 1.375], [-1.588, -0.078, 2.900], [-3.212, -0.228, 3.652], [-2.900, 0.642, 2.138], [1.673, -3.072, -1.681], [2.551, -4.056, -2.168], [3.827, -3.619, -2.673], [4.744, -2.872, -1.698], [4.133, -1.640, -1.299], [5.129, -0.724, -0.789], [2.031, -2.575, -0.779], [0.714, -3.557, -1.503], [1.580, -2.429, -2.556], [3.784, -2.965, -3.544], [4.350, -4.508, -3.026], [5.764, -2.806, -2.074], [4.951, -3.521, -0.847], [4.644, 0.210, -0.505], [5.922, -0.496, -1.501], [5.526, -1.131, 0.141], [1.954, -0.080, 5.580], [2.590, -1.325, 5.314], [4.014, -1.255, 5.129], [4.590, -2.331, 4.140], [4.163, -2.090, 2.838], [2.988, -2.791, 2.405], [2.204, 0.294, 6.573], [0.891, -0.305, 5.665], [2.287, 0.708, 4.905], [4.484, -1.493, 6.083], [4.327, -0.213, 5.063], [4.499, -3.344, 4.533], [5.662, -2.135, 4.136], [2.879, -2.698, 1.324], [2.137, -2.322, 2.898], [3.051, -3.844, 2.680]]
}

***

{
  "formula": "C33H57N4OP2Sn",
  "method": "the ωB97M-V functional and the def2-TZVPD basis",
  "relative_energy_kcal_mol": 29.5,
  "multiplicity": 1,
  "homo_lumo_gap_ev": 6.0,
  "charge": 1,
  "largest_force_ha_per_bohr": 0.153,
  "total_energy_ev": -67554.2126,
  "symbols": ["C", "C", "C", "C", "C", "H", "H", "H", "N", "P", "P", "C", "H", "H", "C", "H", "C", "C", "C", "C", "C", "H", "H", "H", "C", "H", "H", "H", "C", "H", "H", "H", "C", "H", "H", "H", "C", "H", "H", "H", "C", "H", "H", "H", "C", "H", "H", "H", "C", "H", "H", "H", "C", "H", "H", "H", "C", "H", "H", "H", "C", "H", "H", "H", "C", "H", "H", "H", "Sn", "C", "O", "N", "C", "C", "C", "C", "C", "H", "H", "H", "H", "H", "H", "H", "H", "H", "C", "C", "N", "C", "C", "N", "H", "H", "H", "H", "H", "H"],
  "coordinates": [[-1.733, 2.001, 1.409], [-2.584, -0.039, 0.479], [-3.039, 2.467, 1.623], [-3.850, 0.563, 0.407], [-4.097, 1.747, 1.074], [-3.183, 3.393, 2.171], [-4.648, -0.014, -0.051], [-5.115, 2.111, 1.175], [-1.531, 0.760, 0.867], [0.955, 2.550, 0.753], [-0.865, -2.235, 0.472], [-0.532, 2.878, 1.798], [-0.780, 3.958, 1.711], [-0.274, 2.722, 2.863], [-2.490, -1.460, 0.341], [-3.055, -1.870, -0.523], [-0.320, -3.557, -0.858], [-1.684, -2.989, 2.001], [0.656, 3.572, -0.825], [2.425, 3.177, 1.754], [0.960, -3.104, -1.587], [1.791, -2.966, -0.888], [1.252, -3.884, -2.311], [0.818, -2.161, -2.136], [0.013, -4.886, -0.171], [0.816, -4.755, 0.564], [-0.861, -5.343, 0.311], [0.376, -5.594, -0.932], [-1.437, -3.715, -1.885], [-1.165, -4.514, -2.593], [-2.404, -4.001, -1.436], [-1.559, -2.789, -2.459], [-0.618, -3.709, 2.806], [0.299, -3.102, 2.902], [-1.032, -3.864, 3.811], [-0.370, -4.676, 2.371], [-2.286, -1.850, 2.853], [-1.531, -1.070, 3.078], [-3.154, -1.379, 2.375], [-2.654, -2.292, 3.783], [-2.826, -3.908, 1.511], [-3.357, -3.538, 0.615], [-2.486, -4.929, 1.301], [-3.577, -3.944, 2.304], [3.676, 3.102, 0.862], [4.554, 3.359, 1.474], [3.828, 2.088, 0.471], [3.646, 3.804, 0.017], [2.629, 2.232, 2.950], [1.772, 2.253, 3.644], [2.826, 1.201, 2.645], [3.508, 2.587, 3.510], [2.187, 4.596, 2.295], [1.207, 4.690, 2.793], [2.957, 4.800, 3.056], [2.270, 5.370, 1.535], [-0.820, 3.436, -1.218], [-1.493, 3.959, -0.530], [-0.964, 3.880, -2.219], [-1.118, 2.381, -1.270], [1.525, 2.959, -1.933], [1.203, 1.928, -2.146], [1.390, 3.542, -2.860], [2.589, 2.940, -1.691], [0.988, 5.065, -0.637], [0.431, 5.516, 0.201], [2.058, 5.256, -0.508], [0.678, 5.601, -1.549], [0.664, -0.076, 0.664], [0.825, -0.503, 3.311], [0.793, -0.338, 4.442], [0.017, 0.100, -1.698], [-0.750, -0.014, -2.622], [-1.956, -0.148, -3.434], [-3.263, -0.956, -3.155], [-2.389, 1.320, -3.528], [-1.215, -0.765, -4.643], [-3.122, -2.031, -2.985], [-3.861, -0.565, -2.319], [-3.922, -0.896, -4.042], [-1.486, 1.952, -3.564], [-3.028, 1.548, -4.386], [-2.934, 1.574, -2.593], [-1.835, -1.421, -5.265], [-0.755, 0.071, -5.191], [-0.377, -1.405, -4.265], [3.157, -2.404, 1.731], [3.612, -1.582, 0.578], [2.937, -0.716, -0.180], [3.835, -0.238, -1.133], [5.055, -0.818, -0.924], [4.893, -1.654, 0.163], [4.055, -2.741, 2.263], [2.533, -1.815, 2.414], [2.609, -3.290, 1.379], [3.542, 0.467, -1.894], [5.989, -0.708, -1.441], [5.586, -2.253, 0.604]]
}

***

{
  "formula": "C33H58BBaN10S",
  "method": "the ωB97M-V functional and the def2-TZVPD basis",
  "multiplicity": 1,
  "homo_lumo_gap_ev": 8.8,
  "charge": 1,
  "largest_force_ha_per_bohr": 0.027,
  "total_energy_ev": -62270.4900,
  "symbols": ["Ba", "C", "C", "C", "C", "N", "N", "B", "N", "N", "C", "C", "C", "C", "C", "C", "C", "C", "N", "N", "C", "C", "C", "C", "C", "C", "C", "C", "C", "C", "C", "C", "H", "H", "H", "H", "H", "H", "H", "H", "H", "H", "H", "H", "H", "H", "H", "H", "H", "H", "H", "H", "H", "H", "H", "H", "H", "H", "H", "H", "H", "H", "H", "H", "H", "H", "H", "H", "H", "H", "H", "H", "C", "N", "C", "S", "N", "C", "H", "H", "H", "H", "H", "H", "H", "H", "N", "C", "N", "C", "C", "C", "C", "C", "H", "H", "H", "H", "H", "H", "H", "H", "H", "H"],
  "coordinates": [[-0.202, 0.139, -0.062], [-2.879, 5.291, 0.058], [-2.953, 3.804, 0.153], [-4.063, 3.013, 0.380], [-3.584, 1.692, 0.368], [-2.286, 1.697, 0.146], [-1.876, 2.994, 0.010], [-0.397, 3.431, -0.276], [0.561, 2.997, 0.930], [0.299, 1.913, 1.730], [0.938, 2.065, 2.874], [1.670, 3.263, 2.841], [1.396, 3.824, 1.608], [1.896, 5.112, 1.048], [0.704, 1.087, 4.006], [0.966, -0.361, 3.567], [1.632, 1.420, 5.174], [-0.755, 1.217, 4.459], [0.060, 2.944, -1.706], [-0.152, 1.668, -2.147], [-0.030, 1.659, -3.462], [0.301, 2.945, -3.911], [0.331, 3.732, -2.773], [0.596, 5.197, -2.679], [-0.310, 0.392, -4.238], [0.676, -0.711, -3.841], [-1.738, -0.078, -3.941], [-0.167, 0.667, -5.735], [-4.329, 0.390, 0.569], [-3.424, -0.848, 0.454], [-5.428, 0.285, -0.496], [-4.968, 0.399, 1.964], [-3.868, 5.717, 0.215], [-2.523, 5.610, -0.922], [-2.206, 5.705, 0.809], [-5.071, 3.358, 0.533], [-0.363, 4.618, -0.309], [2.302, 3.683, 3.604], [2.592, 5.572, 1.747], [1.080, 5.812, 0.868], [2.418, 4.960, 0.103], [1.975, -0.474, 3.163], [0.257, -0.732, 2.816], [0.863, -1.026, 4.427], [2.683, 1.344, 4.884], [1.457, 0.731, 6.001], [1.453, 2.431, 5.541], [-1.440, 1.002, 3.636], [-0.966, 2.228, 4.809], [-0.962, 0.522, 5.276], [0.474, 3.276, -4.920], [0.852, 5.583, -3.664], [1.420, 5.418, -2.002], [-0.280, 5.738, -2.320], [0.602, -1.019, -2.789], [1.704, -0.401, -4.039], [0.467, -1.613, -4.423], [-1.859, -0.353, -2.890], [-1.978, -0.960, -4.539], [-2.465, 0.703, -4.166], [0.844, 0.994, -5.984], [-0.866, 1.437, -6.064], [-0.377, -0.240, -6.304], [-2.962, -0.955, -0.534], [-4.031, -1.742, 0.606], [-2.647, -0.898, 1.229], [-5.000, 0.304, -1.501], [-6.129, 1.116, -0.414], [-5.988, -0.644, -0.378], [-4.209, 0.500, 2.742], [-5.520, -0.527, 2.137], [-5.664, 1.232, 2.067], [-0.704, -5.062, -4.037], [0.575, -4.480, -3.665], [0.828, -3.821, -2.529], [-0.326, -3.568, -1.311], [2.086, -3.367, -2.364], [3.146, -3.464, -3.346], [-0.575, -6.116, -4.278], [-1.122, -4.543, -4.900], [-1.386, -4.965, -3.198], [1.328, -4.585, -4.325], [2.217, -2.800, -1.540], [3.376, -4.505, -3.585], [4.045, -3.017, -2.930], [2.899, -2.930, -4.268], [1.737, -1.753, 0.493], [2.363, -2.552, 1.057], [3.070, -3.447, 1.684], [4.074, -3.082, 2.693], [3.622, -3.547, 4.070], [3.253, -5.029, 4.054], [2.189, -5.321, 2.997], [2.657, -4.864, 1.625], [4.228, -2.005, 2.648], [5.012, -3.568, 2.411], [2.757, -2.953, 4.379], [4.420, -3.353, 4.788], [2.898, -5.334, 5.038], [4.147, -5.626, 3.845], [1.261, -4.801, 3.250], [1.960, -6.387, 2.959], [1.885, -4.956, 0.861], [3.527, -5.444, 1.303]]
}